[1]
C5H8N2O | ωB97M-V with the def2-TZVPD basis set

Last column: Mulliken charge in e.
Geometry (Å):
C1 -0.267 -0.806 0.402  0.1080
H1 -2.629 1.339 -0.686  0.3435
N1 -1.048 0.095 -0.662  -0.3777
C2 -0.221 0.688 0.570  -0.2979
H2 0.651 1.895 -0.854  0.2108
C3 1.012 1.197 0.033  -0.6994
C4 -2.436 0.231 -0.512  0.1476
H3 0.803 -2.026 -0.976  0.2574
H4 -1.272 -1.475 0.780  0.3428
O1 -3.293 -0.518 0.129  -0.5395
H5 2.639 -0.220 0.154  0.2763
H6 1.748 1.734 0.555  0.3963
N2 1.937 -0.145 -0.481  -0.5302
H7 1.958 -1.966 0.602  0.2256
C5 1.078 -1.429 -0.150  -0.5027
H8 -0.660 1.406 1.097  0.6390

Output
LUMO level	0.461	eV
total charge	0
F_max	6.3	eV/A
gap between HOMO and LUMO	0.3646	hartree
HOMO	-9.5	eV
multiplicity	1
ΔE to the lowest compared entry with this formula, charge and spin	5.951	eV

---

[2]
C5H8N2O | ωB97M-V with the def2-TZVPD basis set

Last column: Mulliken charge in e.
Geometry (Å):
N1 1.050 -0.351 -0.433  -0.5910
H1 -1.535 -2.388 0.327  0.2796
C1 -0.655 -1.713 0.178  -1.0213
H2 -1.414 0.598 -1.571  0.4089
C2 0.433 1.641 0.770  0.1147
O1 1.533 2.381 0.929  -0.5292
H3 -2.071 -0.977 -1.871  0.3158
H4 0.626 -1.989 -1.917  0.2691
H5 0.064 -2.187 0.766  0.3381
H6 -0.638 2.156 1.015  0.1977
C3 -1.463 -0.369 -1.192  -0.8333
N2 0.286 0.207 0.531  0.1537
H7 -1.685 -0.089 1.123  0.6815
C4 -1.020 -0.394 0.381  -0.2108
C5 -0.069 -1.176 -1.162  0.1546
H8 1.679 -1.100 0.168  0.2718

Output
LUMO level	0.736	eV
total charge	0
F_max	8.0	eV/A
gap between HOMO and LUMO	0.3584	hartree
HOMO	-9.0	eV
multiplicity	1
ΔE to the lowest compared entry with this formula, charge and spin	6.645	eV

---

[3]
C5H8N2O | ωB97M-V with the def2-TZVPD basis set

Last column: Mulliken charge in e.
Geometry (Å):
H1 -3.236 1.037 0.916  0.2944
H2 -2.091 -0.022 1.964  0.2185
H3 0.802 -1.253 -0.886  0.1919
C1 1.463 -1.010 0.008  -0.4117
C2 2.709 -0.161 -0.149  -0.2989
C3 0.515 1.167 -0.522  -0.0327
H4 1.005 2.026 -0.887  0.4239
N1 -0.780 1.082 -0.822  -0.3921
H5 3.489 -0.132 0.562  0.2736
C4 -1.643 0.030 -0.435  0.6142
H6 2.958 0.090 -1.163  0.2597
H7 -3.188 -0.870 0.688  0.2820
O1 -1.779 -0.931 -1.268  -0.5712
C5 -2.586 0.136 0.826  -0.8649
H8 1.032 -1.612 0.852  0.2580
N2 1.329 0.422 0.316  -0.2448

Output
LUMO level	0.782	eV
total charge	0
F_max	4.5	eV/A
gap between HOMO and LUMO	0.3748	hartree
HOMO	-9.4	eV
multiplicity	1
ΔE to the lowest compared entry with this formula, charge and spin	3.569	eV

---

[4]
C5H8N2O | ωB97M-V with the def2-TZVPD basis set

Last column: Mulliken charge in e.
Geometry (Å):
O1 1.027 -0.610 -1.748  -0.5831
C1 0.256 -0.401 -0.806  0.7018
H1 -3.077 0.056 -0.581  0.2411
C2 -2.042 -0.132 -0.140  -0.2533
C3 -1.712 -1.430 0.507  -0.3764
C4 2.023 0.387 0.571  -0.3079
H2 2.621 -0.320 -0.050  0.2712
H3 -1.049 -1.373 1.469  0.1891
N1 0.544 0.429 0.259  -0.3635
H4 1.181 2.350 0.264  0.2886
H5 2.346 0.726 1.630  0.2422
H6 -1.872 0.755 0.574  0.2118
N2 -1.052 -0.910 -0.833  -0.3269
H7 -2.302 -2.328 0.491  0.2589
H8 1.672 1.334 -1.349  0.2855
C5 1.434 1.466 -0.259  -0.4792

Output
LUMO level	1.038	eV
total charge	0
F_max	3.9	eV/A
gap between HOMO and LUMO	0.4010	hartree
HOMO	-9.9	eV
multiplicity	1
ΔE to the lowest compared entry with this formula, charge and spin	3.917	eV

---

[5]
C5H8N2O2 | ωB97M-V with the def2-TZVPD basis set

Last column: Mulliken charge in e.
Geometry (Å):
O1 -0.630 2.040 0.830  -0.5778
H1 -3.117 1.524 0.382  0.3224
C1 -2.489 0.689 0.080  -1.0703
H2 -2.609 0.510 -0.988  0.2816
C2 2.109 -0.708 0.895  -1.3225
C3 -1.047 1.004 0.375  0.6991
H3 1.607 -1.543 1.378  0.3586
H4 -1.149 -1.970 -1.748  0.2621
N1 -0.151 -1.791 -1.672  -0.6787
O2 1.782 0.889 -0.939  -0.5488
H5 3.054 -1.051 0.465  0.3378
N2 -0.197 -0.038 0.110  -0.0967
H6 1.876 1.667 -0.369  0.3736
H7 -2.787 -0.211 0.618  0.3284
H8 2.314 0.067 1.640  0.3354
C4 1.239 -0.143 -0.206  0.8159
C5 0.195 -0.935 -0.852  0.1799

Output
LUMO level	0.702	eV
total charge	0
F_max	1.2	eV/A
gap between HOMO and LUMO	0.3894	hartree
HOMO	-9.9	eV
multiplicity	1
ΔE to the lowest compared entry with this formula, charge and spin	2.475	eV

---

[6]
C5H8N2O2 | ωB97M-V with the def2-TZVPD basis set

Last column: Mulliken charge in e.
Geometry (Å):
H1 0.426 -1.680 1.186  0.1974
N1 0.039 -0.513 -0.664  0.2145
N2 -0.748 0.542 1.544  -0.6810
C1 -0.869 -1.095 -1.547  -0.5777
H2 -0.730 -0.604 -2.620  0.2081
O1 -0.120 -3.614 -1.384  -0.5581
H3 1.761 2.993 1.755  0.1917
H4 0.709 3.668 -0.071  0.2122
H5 -0.435 2.676 1.563  0.2889
C2 0.624 -1.772 -0.037  -0.3430
C3 -0.191 0.526 0.402  0.5292
C4 -0.319 -2.421 -1.017  0.5196
H6 1.703 -1.996 -0.240  0.2034
O2 0.577 1.629 0.033  -0.2670
C5 0.641 2.791 0.799  -0.6250
H7 -1.120 -0.348 1.745  0.2374
H8 -1.946 -0.781 -1.447  0.2495

Output
LUMO level	-0.008	eV
total charge	0
F_max	7.4	eV/A
gap between HOMO and LUMO	0.3474	hartree
HOMO	-9.5	eV
multiplicity	1
ΔE to the lowest compared entry with this formula, charge and spin	7.476	eV

---

Q: Look up the gap between HOMO and LUMO of the second one.
A: 0.3584 hartree

---

Q: Number 6 is which compound?
A: C5H8N2O2